38
Properties=species:S:1:pos:R:3 method="wB97M-V/def2-TZVPD" homo_ha=-0.3018 molar_mass_g_mol=480.47 homo_lumo_gap_ev=3.96
N -1.22 -5.26 -0.07
C -1.67 -4.94 -1.26
C -1.13 -3.69 -2.10
C -1.29 -2.28 -1.38
C -0.06 -1.29 -1.35
N -0.16 0.01 -0.73
C 1.02 0.95 -0.66
S 1.32 1.22 1.19
O 2.75 0.95 1.57
O 0.89 2.61 1.59
C -1.38 0.52 -0.10
C -2.66 -0.34 -0.05
C -2.58 -1.77 -0.70
C -3.90 -2.66 -0.60
O -3.96 -3.58 0.26
O -5.07 -2.44 -1.41
N -6.02 -3.35 -1.02
C -6.95 -2.78 -0.29
S -7.71 -1.93 0.93
H -0.49 -4.56 0.19
H -2.50 -5.58 -1.74
H -1.55 -3.72 -3.18
H 0.01 -3.86 -2.23
H 0.92 -1.60 -1.83
H 1.95 0.39 -1.05
H 0.84 1.93 -1.22
H 0.51 0.34 1.94
H -1.41 1.57 0.37
H -3.64 0.01 0.46
N 4.12 4.84 1.82
S 5.27 5.28 2.80
O 5.84 6.59 2.60
O 6.17 4.25 3.26
F 4.40 5.53 4.12
S 4.65 4.58 0.37
O 3.60 4.49 -0.63
O 5.72 3.62 0.20
F 5.35 5.95 -0.04